Here is C54H45FGeNP3Pt as an isolated structure in a non-equilibrium geometry from the OMol25 dataset. Energies are from ωB97M-V/def2-TZVPD.

Calculated values
- E_LUMO (alpha / beta) (eV) = -10.7904 / -14.4612
- multiplicity = 5
- total charge = +4
- orbital gap (alpha / beta) (eV) = 7.11 / 3.99
- HOMO energy (alpha / beta) (eV) = -17.9 / -18.4

Positions of all 106 atoms, in Å:
Pt -0.375 -0.161 -0.408
F 2.669 -1.809 -0.519
Ge 0.940 -2.028 -0.979
C 0.194 -3.413 0.135
C 0.212 -4.782 -0.179
C -0.402 -5.749 0.618
C -0.908 -5.372 1.852
C -0.918 -4.011 2.216
C -0.357 -3.046 1.397
P -0.309 -1.306 1.814
C -1.851 -0.744 2.639
C -3.039 -0.971 1.944
C -4.308 -0.657 2.534
C -4.197 -0.075 3.765
C -3.013 0.167 4.502
C -1.843 -0.230 3.950
C 0.980 -0.705 2.835
C 1.006 0.608 3.348
C 1.970 0.887 4.315
C 2.993 0.004 4.659
C 2.979 -1.281 4.154
C 1.901 -1.629 3.254
C 0.669 -2.582 -2.765
C 1.406 -3.439 -3.519
C 1.147 -3.763 -4.905
C 0.194 -2.987 -5.489
C -0.614 -2.056 -4.752
C -0.412 -1.826 -3.406
P -1.569 -0.919 -2.449
C -2.250 0.456 -3.378
C -1.843 1.757 -3.127
C -2.422 2.761 -3.869
C -3.396 2.427 -4.809
C -3.665 1.090 -5.126
C -3.121 0.093 -4.383
C -2.929 -2.006 -1.808
C -4.169 -1.604 -1.254
C -5.088 -2.558 -0.775
C -4.779 -3.907 -0.887
C -3.555 -4.264 -1.508
C -2.667 -3.362 -1.962
C 1.329 1.053 -1.347
C 1.309 0.937 -2.716
C 2.137 1.691 -3.493
C 3.070 2.564 -2.940
C 3.151 2.684 -1.500
C 2.167 1.821 -0.682
P 2.273 2.191 1.048
C 3.962 2.080 1.349
C 4.731 0.933 1.207
C 6.113 1.018 1.438
C 6.692 2.114 1.998
C 5.909 3.249 2.288
C 4.550 3.148 2.096
C 1.452 3.708 1.469
C 1.631 4.120 2.835
C 1.030 5.250 3.268
C 0.231 6.071 2.405
C 0.040 5.736 1.077
C 0.722 4.542 0.610
H 0.621 -5.096 -1.114
H -0.540 -6.715 0.181
H -1.529 -6.070 2.392
H -1.378 -3.649 3.133
H -2.975 -1.266 0.861
H -5.244 -0.710 1.941
H -5.131 0.318 4.200
H -3.122 0.768 5.408
H -0.970 -0.179 4.543
H 0.401 1.439 2.986
H 1.907 1.882 4.706
H 3.780 0.301 5.329
H 3.510 -2.169 4.484
H 1.920 -2.633 2.862
H 2.317 -3.776 -3.118
H 1.781 -4.397 -5.496
H -0.044 -3.031 -6.530
H -1.323 -1.435 -5.302
H -1.158 2.024 -2.295
H -2.150 3.846 -3.694
H -3.947 3.152 -5.395
H -4.325 0.863 -5.950
H -3.417 -0.967 -4.520
H -4.349 -0.509 -1.214
H -6.044 -2.330 -0.430
H -5.441 -4.675 -0.466
H -3.421 -5.361 -1.548
H -1.655 -3.703 -2.390
H 0.558 0.139 -2.872
H 1.961 1.626 -4.607
H 3.758 3.232 -3.519
H 3.951 3.294 -1.574
H 4.270 -0.039 1.001
H 6.706 0.147 1.280
H 7.740 2.061 2.310
H 6.359 4.151 2.681
H 3.955 4.036 2.158
H 2.202 3.482 3.492
H 1.157 5.665 4.251
H -0.180 6.928 2.930
H -0.418 6.368 0.317
H 0.618 4.398 -0.453
N -1.913 1.492 0.165
H -2.750 0.980 0.526
H -2.055 2.049 -0.666
H -1.753 2.155 0.932

Atoms 1-2, force components in eV/Å:
0.091 1.498 -0.074
-1.208 0.076 -0.403

***

Here is an isolated ion of composition C8H15N2O3S and charge +1 in a non-equilibrium geometry from the OMol25 dataset. Energies are from ωB97M-V/def2-TZVPD.

Calculated values
- SMILES = [H]/N=C1\CCCC=[S@@](C)(=O)OC(=[NH2+])OC1
- E_LUMO (alpha / beta) (eV) = -5.0986 / -5.0993
- multiplicity = 1
- total charge = +1
- orbital gap (alpha / beta) (eV) = 8.26 / 8.26
- HOMO energy (alpha / beta) (eV) = -13.4 / -13.4

Positions of all 29 atoms, in Å:
H 0.414 1.982 1.644
N 1.175 1.784 0.964
C 0.743 1.674 -0.275
C -0.688 2.016 -0.660
C -1.800 1.384 0.231
C -2.383 0.009 -0.267
C -1.831 -1.171 0.426
S -0.260 -1.453 -0.104
C 0.110 -3.176 0.106
O -0.147 -1.067 -1.502
O 1.616 -1.032 0.241
C 2.628 -0.427 -0.036
N 3.848 -0.774 0.495
O 2.815 0.654 -0.757
C 1.589 1.201 -1.381
H -0.820 1.632 -1.719
H -0.812 3.092 -0.750
H -2.539 2.216 0.385
H -1.451 1.264 1.235
H -3.389 0.221 0.010
H -2.332 -0.238 -1.399
H -1.843 -1.259 1.545
H 0.180 -3.530 1.112
H -0.829 -3.622 -0.173
H 1.033 -3.521 -0.355
H 4.687 -0.219 0.234
H 3.778 -1.433 1.203
H 1.065 0.444 -1.967
H 1.837 1.934 -2.185

Atoms 1-2, force components in eV/Å:
0.529 0.248 -0.865
-0.800 -0.902 -2.499

***

Listing energy relative to the best compared isomer or geometry (same formula, charge and spin) for the structures above in their given order: 186.9 295.0 kJ/mol.
Listing DFT total energy for the structures above in their given order: -5458.06494 -1046.85526 Eh.